# C18H24FN3O5S

The molecule C18H24FN3O5S at a distorted geometry (wB97M-V/def2-TZVPD, the OMol25 dataset).

The total energy is -1738.855768 Eh. The calculation puts the highest occupied orbital energy at -9.20 eV. The SMILES is O=C(NC[C@H]1OCCCN1S(=O)(=O)c1ccc(F)cc1)C(=O)NC1CCCC1. Its largest force on an atom is 1.2 eV/Å. For the frontier orbital gap, the calculation gives 0.3586 Ha. The calculation puts the energy above the lowest of the compared OMol25 structures with the same formula, charge and spin at 20.7 kJ/mol.

```
! wB97M-V def2-TZVPD RIJCOSX def2/J DEFGRID3
* xyz 0 1
H 0.8542 1.1377 -1.6523
H -4.7910 -0.5401 -0.7157
H -5.4948 1.0189 -1.1717
H 3.2158 -2.8648 1.8355
H -5.8569 1.5906 1.1755
C 4.3507 -1.5038 0.5749
H 1.2621 3.4825 -2.4548
C 2.1682 4.0674 -0.6085
F 2.3892 5.3227 -1.0359
H -4.4234 0.5702 2.9040
H -4.0116 -0.7561 1.7986
H 5.3875 -1.5782 0.2480
H -1.0440 -2.9555 -0.6256
H -3.1739 2.1512 1.5837
C -4.8891 0.5044 -0.4269
H 1.1282 -2.6125 0.6881
H 3.0398 4.4524 1.3058
H 4.3012 -0.8846 1.4692
C 1.5528 3.1679 -1.4652
C -2.1662 -0.9069 -0.8938
H 3.6737 0.2072 -0.5966
H 3.7673 -1.3182 -1.5045
N -0.4478 -2.4930 -1.3063
C 1.7227 1.5224 0.2551
C 3.7598 -2.8936 0.8816
O -2.7789 -1.7619 -0.2807
H 1.3311 -2.4779 -2.3429
H -3.4691 2.1354 -0.7042
C 3.5112 -0.8696 -0.5405
H -6.2846 -0.1273 1.1307
C -3.1559 1.1271 1.2078
C 2.5656 3.7199 0.6725
C 1.3260 1.8761 -1.0219
C 0.9106 -2.9358 -1.4453
H 2.6220 2.0980 2.0917
H -2.1668 0.7075 1.3879
C 1.7472 -2.5042 -0.2235
S 1.3862 -0.1311 0.8466
C -0.8379 -1.2410 -1.5809
H 0.9473 -4.0231 -1.5264
C -5.4762 0.5858 0.9798
N -2.4911 0.3787 -1.0658
N 2.0949 -1.0895 -0.3325
H 4.5309 -3.6633 0.9288
O 2.0142 -0.3065 2.1280
O 2.8767 -3.3151 -0.1438
C -3.4803 1.1177 -0.3048
O -0.0256 -0.3786 0.7808
C -4.2641 0.3017 1.8607
H -1.7951 0.9049 -1.5787
C 2.3355 2.4249 1.1048
O -0.2483 -0.4412 -2.2904
*
```

Löwdin population analysis, charges in e, atoms 1 to 8:
1 H 0.09
2 H 0.11
3 H 0.11
4 H 0.13
5 H 0.11
6 C -0.13
7 H 0.12
8 C -0.26

# C18H24N2O3

The molecule C18H24N2O3 (wB97M-V/def2-TZVPD, the OMol25 dataset).

The total energy is -1035.542377 Eh. The calculation puts the highest occupied orbital energy at -8.15 eV. The SMILES is CCN(CC)CCN1C(=O)C(O)=C(C(C)=O)[C@@H]1c1ccccc1. Its largest force on an atom is 0.7 eV/Å. For the frontier orbital gap, the calculation gives 0.3015 Ha. The calculation puts the energy above the lowest of the compared OMol25 structures with the same formula, charge and spin at 157.2 kJ/mol.

```
! wB97M-V def2-TZVPD RIJCOSX def2/J DEFGRID3
* xyz 0 1
H 1.7139 1.3922 -0.1313
H -3.7303 -1.1813 2.9606
H 1.8166 -0.2421 -0.8337
C -2.4320 -2.1904 1.6007
H 1.4777 -1.5793 1.8906
C 1.1484 0.5987 -0.6212
H 2.7303 -5.3363 0.2961
C -2.0185 2.4740 -1.0897
C -0.1444 0.7872 1.4706
H -2.0265 1.4480 -0.7312
H 2.0531 3.9343 -0.5168
H -1.1451 -1.1115 -0.7445
H -3.8881 -2.9556 2.9617
H 2.9884 -3.5218 1.9484
H -1.2419 1.2460 3.5051
C 0.5431 1.1105 -1.9588
H 0.8922 4.3308 -2.7612
C -0.6169 3.0775 -1.0457
H 1.2421 0.8658 -2.7613
N 0.1561 0.1580 0.3214
C 1.0778 -4.4016 -0.6929
O 0.3076 1.8331 1.9111
H -2.4949 -2.1587 3.7318
O -2.6007 -3.0642 0.7750
C 1.3354 3.3688 -2.4861
H 3.1112 4.4081 -1.8452
H -2.3988 2.4924 -2.1079
H -0.2045 2.9732 -0.0321
C 1.3691 -2.3713 1.1626
O -1.6928 0.4052 3.2999
N 0.2456 2.5137 -2.0689
C -1.4674 -1.1128 1.3906
C 2.2171 -3.4631 1.1947
H -0.3784 0.5506 -2.1473
C -1.1914 -0.0247 2.1425
H 1.7635 2.9338 -3.3949
C 2.0718 -4.4811 0.2669
H 0.9573 -5.1959 -1.4142
C 0.3758 -2.2853 0.1955
C 2.4610 3.6195 -1.4741
C -0.5580 -1.0939 0.1817
C -3.1920 -2.1241 2.8977
H 3.0634 2.7263 -1.3270
H -0.6975 4.1469 -1.2565
H -0.5483 -3.2500 -1.4740
H -2.6838 3.0558 -0.4567
C 0.2334 -3.3056 -0.7321
*
```

Löwdin population analysis, charges in e, atoms 1 to 8:
1 H 0.12
2 H 0.09
3 H 0.13
4 C -0.39
5 H 0.12
6 C -0.09
7 H 0.10
8 C -0.07

# C18H24N2O3

The molecule C18H24N2O3 (wB97M-V/def2-TZVPD, the OMol25 dataset).

The total energy is -1035.586743 Eh. The calculation puts the highest occupied orbital energy at -8.37 eV. The SMILES is CCCCCCNc1c(C(=O)OCC)c(=O)[nH]c2ccccc12. Its largest force on an atom is 0.6 eV/Å. For the frontier orbital gap, the calculation gives 0.3137 Ha. The calculation puts the energy above the lowest of the compared OMol25 structures with the same formula, charge and spin at 40.7 kJ/mol.

```
! wB97M-V def2-TZVPD RIJCOSX def2/J DEFGRID3
* xyz 0 1
C -3.2942 1.3672 -0.1288
H -7.0776 -0.2976 -0.7197
H 1.7311 5.1201 1.1254
H -4.1503 0.2424 -1.7521
C 1.8009 -1.9368 0.3476
N 0.2491 0.3734 0.7550
C -5.0683 -0.4631 0.0612
C 3.3406 4.3598 -0.0701
C 3.6297 -0.4575 -0.4978
C 1.5196 0.5370 0.3669
C 2.1690 4.2448 0.6710
O 0.6614 -2.1864 0.7399
C 2.3171 -0.5901 0.1047
H -1.1740 1.6736 1.5707
H 0.6915 2.9449 1.4530
H 3.0517 -6.2101 0.1823
H 4.8765 3.2995 -1.1160
C 3.3553 1.9767 -0.3933
N 3.9920 0.8505 -0.8108
H -5.3292 -0.0643 1.0443
H 4.2000 -4.9669 0.7133
H -2.2832 -0.3621 0.6771
H 1.3624 -4.4370 -0.3212
C -2.0612 0.4784 0.0186
H 0.0057 -0.6177 0.8731
C -0.8788 1.2574 0.5981
H -1.7802 0.0770 -0.9571
H -6.7215 -1.8551 0.0285
O 4.4024 -1.3432 -0.8053
H 3.7102 -5.0380 -0.9761
H 1.8715 -4.3352 1.3742
C -4.4722 0.6540 -0.7929
H 4.8902 0.9407 -1.2698
H -6.0697 -1.4720 -1.5651
H 3.7968 5.3274 -0.2148
H -4.3301 -1.2533 0.2055
C -6.3115 -1.0589 -0.5883
H -3.0287 2.2398 -0.7312
H -0.6212 2.0815 -0.0729
C 3.9393 3.2331 -0.5829
O 2.6719 -2.9086 0.1202
C 1.5684 3.0161 0.8332
C 2.1133 1.8603 0.2596
H -3.6004 1.7271 0.8564
H -5.2531 1.3909 -0.9965
C 2.2172 -4.2395 0.3374
C 3.3704 -5.1804 0.0456
*
```

Löwdin population analysis, charges in e, atoms 1 to 8:
1 C -0.22
2 H 0.07
3 H 0.10
4 H 0.11
5 C -0.42
6 N 0.08
7 C -0.28
8 C -0.08

# C18H24N2O4Zn

A structure of composition C18H24N2O4Zn at a distorted geometry (wB97M-V/def2-TZVPD, the OMol25 dataset).

The total energy is -2889.372213 Eh. The calculation puts the highest occupied orbital energy (spin up / spin down) at -13.20 / -13.21 eV. Its largest force on an atom is 7.0 eV/Å. For the frontier orbital gap (spin up / spin down), the calculation gives 0.2104 / 0.2105 Ha. The calculation puts the energy above the lowest of the compared OMol25 structures with the same formula, charge and spin at 127.8 kJ/mol.

```
! wB97M-V def2-TZVPD RIJCOSX def2/J DEFGRID3
* xyz 2 1
H 4.3183 2.9816 2.3755
O -0.8065 0.5037 1.5559
H -5.0377 0.4910 -4.6167
H -1.6869 0.2954 1.9201
H -0.8809 -1.0699 -5.3697
O 0.2579 -2.1641 -0.4905
C 2.4009 2.0103 2.5834
C -1.6053 0.6108 -7.6366
H -0.6249 0.7336 -4.5261
H 0.3082 0.0348 3.2665
H -3.9956 0.8453 -2.3195
C 2.6088 1.3738 -0.0898
H -3.0987 -1.2648 -3.9560
H -2.4279 1.7002 -3.0946
C -1.2070 0.0881 -5.3865
C -0.9535 -4.4622 -2.7367
H -0.2904 1.7301 3.1594
C -4.1547 1.6711 -7.1768
H -5.1518 1.9788 -6.8460
H -1.7823 -5.0764 -2.3498
H -0.5907 0.2172 -7.5474
N -1.0734 -2.2049 -2.4067
C 0.1307 0.8884 2.5954
C -3.4773 1.1439 -6.0130
H 4.4624 2.4460 -0.0902
H -4.4947 2.2641 -4.4714
O -0.1230 -4.0410 -1.5879
C -3.0867 0.7867 -2.9928
C -2.6979 -0.5789 -3.0467
H -2.1802 -0.0522 -8.2495
H -1.5651 1.6136 -7.9885
C 3.6194 2.1201 0.5104
C -1.5815 -0.9007 -2.3433
C -1.4845 -3.2046 -3.3833
H -1.0054 -3.0124 -4.3521
H 2.2399 2.2111 3.6406
O -1.0232 0.0040 -1.6126
H -4.2854 0.9322 -7.9645
H -2.5690 -3.2400 -3.5258
Zn 0.1479 -0.2003 -0.1596
H 2.6333 1.1051 -1.1504
H -0.3148 -5.0456 -3.4165
C 3.5257 2.4245 1.8733
C -4.2266 1.2315 -4.8403
H -3.6685 2.5638 -7.5722
N 1.5386 0.9500 0.6153
C -2.1120 0.6069 -6.2732
C -0.2607 -2.7208 -1.3985
C 1.4089 1.2911 1.9172
*
```

Löwdin population analysis, charges in e, atoms 1 to 8:
1 H 0.13
2 O -0.09
3 H 0.13
4 H 0.15
5 H 0.14
6 O 0.11
7 C 0.03
8 C -0.04

# C18H24N2O5

The molecule C18H24N2O5 (wB97M-V/def2-TZVPD, the OMol25 dataset).

The total energy is -1186.044008 Eh. The calculation puts the highest occupied orbital energy at -8.70 eV. The SMILES is CCCOc1ccccc1[C@H]1NC(=O)NC(C)=C1C(=O)OCCOC. Its largest force on an atom is 0.8 eV/Å. For the frontier orbital gap, the calculation gives 0.3465 Ha. The calculation puts the energy above the lowest of the compared OMol25 structures with the same formula, charge and spin at 106.3 kJ/mol.

```
! wB97M-V def2-TZVPD RIJCOSX def2/J DEFGRID3
* xyz 0 1
O -2.0270 -0.2145 -1.2115
H -0.8744 1.7331 3.1908
C -0.2748 0.6076 1.4716
C 1.4486 2.6998 0.9347
C 0.6226 2.7466 2.0451
C 4.4382 2.2296 -0.4332
C 2.2456 -2.2359 0.0910
C 3.2050 2.3959 -1.3258
H -3.2356 1.5954 0.1899
C -5.8137 2.1688 0.4122
O 3.4064 -2.5532 0.2331
H 2.8245 3.4233 -1.2729
C -0.9813 -3.8813 0.9507
C -0.1102 -2.7798 0.4486
H 5.1385 3.0283 -0.6863
H -0.8484 -3.9931 2.0262
H 0.2588 -0.2372 -1.6093
H -6.6841 2.6640 -0.0127
H 0.6610 3.6075 2.6957
H -4.2087 0.1286 0.4932
H 1.5209 -3.7655 1.2287
C -0.2366 1.7018 2.3208
C 5.1126 0.8748 -0.6190
O -2.8882 -2.0350 -0.2189
O 2.1766 1.4680 -1.0434
H -0.6986 -4.8199 0.4750
H 2.5214 -0.6706 -1.1407
H -5.1885 2.9066 0.9306
H 2.1103 3.5296 0.7429
C 1.4151 1.6041 0.0815
H -0.9477 -0.2092 1.6857
H 6.0316 0.8336 -0.0399
N 1.8116 -1.2511 -0.7167
H -2.0228 -3.6706 0.7361
H 4.1519 2.3483 0.6134
H -3.9678 -0.5935 -1.8178
C -1.9181 -1.3770 -0.5282
H -3.2455 0.9768 -2.2853
H 5.3595 0.7097 -1.6656
C -3.9644 0.8971 -0.2549
C 0.4998 -0.6345 -0.6155
H 4.4714 0.0641 -0.2811
C -3.3409 0.2399 -1.4867
H 3.4740 2.1859 -2.3655
N 1.2247 -2.9469 0.7162
O -5.1241 1.5812 -0.6614
C 0.5311 0.5447 0.3498
H -6.1395 1.4130 1.1373
C -0.5221 -1.6776 -0.2251
*
```

Löwdin population analysis, charges in e, atoms 1 to 8:
1 O 0.00
2 H 0.10
3 C -0.02
4 C -0.02
5 C -0.08
6 C -0.22
7 C -0.53
8 C -0.20

# C18H24N4O6S2

A cluster of 2 separate species, C18H24N4O6S2 in total at a distorted geometry (wB97M-V/def2-TZVPD, the OMol25 dataset).

The total energy is -2166.891816 Eh. The calculation puts the highest occupied orbital energy at -8.89 eV. The SMILES is NC(N)(N)C[C@@]1(CC(=O)c2ccccc2)OC(=O)O[C@H]1N=C=S.O=S1(=O)CCCC1. Its largest force on an atom is 5.4 eV/Å. For the frontier orbital gap, the calculation gives 0.3064 Ha. The calculation puts the energy above the lowest of the compared OMol25 structures with the same formula, charge and spin at 0.0 kJ/mol.

```
! wB97M-V def2-TZVPD RIJCOSX def2/J DEFGRID3
* xyz 0 1
H 0.1295 -1.4141 2.5308
C -4.1001 4.9126 -2.8813
C 3.3949 -3.9564 3.2247
C -4.3619 3.4568 -3.2435
H 3.9596 1.5390 1.0188
H -5.3780 3.1340 -3.0178
H 0.6169 -2.6041 -1.7050
C -1.1485 -0.6740 0.6718
C -2.0434 -1.0134 3.1889
O 1.8641 -4.7684 0.9425
H -1.0499 3.5655 -2.3945
O 2.5467 -3.6929 -0.8993
H -0.1088 -3.0491 -0.0815
C 3.2539 -1.4836 -0.3339
C -3.6837 -0.0918 1.3022
O -3.8104 2.2479 -0.9769
C 2.1804 -3.3894 1.3669
N 2.4430 -0.2862 1.8420
C 0.6275 -2.3158 -0.5873
H 5.5616 -0.2120 0.9551
C 2.1180 -2.5651 -0.0270
N 3.7663 0.9027 0.2142
N 3.5238 -3.5642 1.9986
H 2.8599 1.2489 -0.1513
C -2.5786 5.0604 -2.8296
H -4.5492 5.5934 -3.6073
O -2.5938 1.5104 -3.0698
H -4.1301 3.2647 -4.2935
C -3.4639 -0.5210 2.7843
C 2.7942 -4.9128 -0.1681
C -2.5562 -0.1803 0.2440
H -4.7235 0.3016 1.0099
N 4.8798 -0.7802 1.5030
C 0.0969 -0.8114 -0.3518
H -1.8108 -1.3420 4.2598
H 4.2275 -1.9683 -0.7152
O 0.5788 0.1920 -0.9448
C -0.8822 -1.0698 2.1427
H -1.9753 4.1047 -0.9646
H 2.0049 0.6410 1.7934
H -2.2799 6.0107 -2.3816
H -2.1756 5.0364 -3.8473
C 3.5549 -0.4561 0.8615
O 3.6106 -5.8117 -0.3944
C -2.0296 3.8769 -2.0306
H 2.8683 -0.4500 2.7779
H 5.1608 -1.7553 1.2711
H 1.2794 -3.1433 2.0188
H -2.7862 0.1268 -0.8366
H -4.3165 -0.4607 3.5331
S -3.1967 2.5386 -2.2517
H 2.8673 -0.8552 -1.2259
H -4.5265 5.1367 -1.8981
S 3.4897 -4.8030 4.6541
*
```

Löwdin population analysis, charges in e, atoms 1 to 8:
1 H 0.06
2 C -0.23
3 C -0.61
4 C -0.23
5 H 0.08
6 H 0.11
7 H 0.16
8 C -0.09